Molecular formula: C11H14N2O2
Method: DFT, ωB97M-V/def2-TZVPD

HOMO   -7.78 eV
Lowest unoccupied orbital energy   0.6 eV
Relative energy (zero: lowest compared OMol25 entry of this formula, charge and spin)   119.5 kcal per mole
2S+1   1
SMILES string   CC1=[N+]([O-])[C@H](c2ccccc2)[C@@H](C)N1O

CARTESIAN COORDINATES (ANGSTROEM)
C1 3.739 -0.262 0.825
C2 3.768 0.056 -0.519
C3 2.586 -0.422 1.573
C4 2.536 0.239 -1.122
C5 1.371 -0.413 0.935
C6 1.379 0.043 -0.396
C7 -1.916 -1.035 -0.079
C8 -0.009 0.125 -0.961
C9 -0.930 1.034 -0.241
C10 -2.899 -2.010 0.461
C11 -1.539 2.294 -0.878
N1 -2.111 0.287 0.312
N2 -0.821 -1.204 -0.805
O1 -0.427 -2.163 -1.501
O2 -2.184 0.638 1.749
H1 4.619 -0.401 1.253
H2 4.568 0.121 -1.223
H3 2.832 -0.789 2.641
H4 2.322 0.475 -2.127
H5 0.497 -0.677 1.330
H6 -0.143 0.413 -2.093
H7 -0.491 1.498 0.579
H8 -3.129 -1.734 1.409
H9 -2.523 -2.987 0.462
H10 -3.771 -2.264 -0.259
H11 -1.887 1.894 -1.764
H12 -0.665 2.916 -1.109
H13 -2.391 2.780 -0.335
H14 -2.380 1.548 1.883

Forces on the atoms, in the same order (eV/Å):
C -1.8 0.9 -2.1
C -1.7 0.1 -0.7
C 1.1 -1.7 1.8
C -1.4 -0.1 1.0
C 3.8 1.9 -2.0
C -1.1 -1.2 0.6
C 0.3 -0.2 1.3
C -1.9 0.1 -2.7
C -2.7 2.2 1.6
C -0.3 -1.2 -4.7
C 1.3 -0.3 0.1
N 1.0 2.0 -0.6
N 0.2 1.6 0.2
O -0.3 -1.0 0.0
O 0.7 -3.6 -0.1
H 3.8 -0.6 2.2
H 1.1 0.0 0.5
H -1.2 0.7 -1.7
H 0.6 0.3 -1.3
H -3.3 -0.9 2.0
H 0.9 -1.0 1.8
H 1.4 -0.1 1.9
H -1.3 0.9 2.6
H 1.3 -1.5 0.4
H 0.8 1.4 1.3
H -1.3 -0.1 -2.3
H -0.6 0.6 0.1
H 1.2 -0.5 -0.2
H -0.6 1.3 -0.9